Record 1
This record from OMol25 describes a 5-piece molecular cluster, C15H20O15 overall in a non-equilibrium geometry. The level of theory is wB97M-V/def2-TZVPD.

Results
* frontier orbital gap: 11.363 eV
* SMILES: O=C1OCCO1.O=C1OCCO1.O=C1OCCO1.O=C1OCCO1.O=C1OCCO1
* highest occupied orbital energy: -10.93 eV
* relative energy (zero: lowest compared OMol25 entry of this formula, charge and spin): 14.4 kcal per mole

```
! RIJCOSX wB97M-V def2-TZVPD def2/J DEFGRID3
* xyz 0 1
C 2.4491 -3.8015 -2.9681
C 3.1684 -4.1179 -1.6493
O 2.1335 -4.6920 -0.8469
C 0.9245 -4.3881 -1.3973
O -0.1097 -4.6545 -0.8886
O 1.0609 -3.7252 -2.5807
H 2.5044 -4.5370 -3.7551
H 2.8067 -2.8552 -3.3609
H 3.6619 -3.3134 -1.0672
H 3.9008 -4.8979 -1.7669
C -0.3456 -0.4142 -3.0665
C -1.7022 -1.0743 -2.7792
O -2.2096 -0.3121 -1.7312
C -1.3520 0.5491 -1.2521
O -1.5652 1.1520 -0.2318
O -0.2586 0.5222 -1.9740
H -0.3307 0.0943 -4.0669
H 0.4689 -1.1573 -3.0316
H -1.4059 -2.1224 -2.4108
H -2.3894 -1.1703 -3.5856
C 2.5549 -1.6840 1.6500
C 1.1125 -1.2011 1.3666
O 1.0994 -1.1010 -0.1078
C 2.4400 -0.7439 -0.4322
O 2.7633 -0.3611 -1.4648
O 3.2794 -0.9455 0.6663
H 2.7623 -2.7598 1.5637
H 2.9429 -1.3244 2.6188
H 0.9633 -0.1670 1.7057
H 0.2911 -1.8779 1.6570
C -4.0315 3.0709 0.3067
C -3.4049 3.6755 1.4964
O -4.4775 3.7919 2.4231
C -5.4707 2.9213 2.1001
O -6.3973 2.6920 2.7646
O -5.1665 2.3082 0.9128
H -3.4622 2.4083 -0.2393
H -4.4863 3.7312 -0.4286
H -3.0180 4.6522 1.3404
H -2.6038 3.1672 2.0398
C 1.0962 2.9161 1.3863
C 0.1355 2.6044 2.5083
O 0.9410 1.8314 3.4180
C 2.2279 1.7559 2.9751
O 3.0932 1.0854 3.4533
O 2.3676 2.6001 1.9271
H 1.1121 3.9708 1.2100
H 0.9533 2.3779 0.4684
H -0.7097 2.0291 2.1489
H -0.3177 3.4918 2.9758
*
```

Record 2
This record from OMol25 describes C26H72CaF6N12O10P4S2 as an isolated structure in a non-equilibrium geometry. The level of theory is wB97M-V/def2-TZVPD.

Results
* frontier orbital gap: 8.769 eV
* highest occupied orbital energy: -8.15 eV
* relative energy (zero: lowest compared OMol25 entry of this formula, charge and spin): 150.8 kcal per mole

```
! RIJCOSX wB97M-V def2-TZVPD def2/J DEFGRID3
* xyz 0 1
Ca 0.2374 0.1451 0.0616
C 4.5251 0.8642 0.8364
F 5.4143 1.6067 0.2161
F 4.4875 -0.2421 0.0831
F 4.9628 0.6415 2.1181
S 2.7388 1.6893 0.7906
O 2.1256 1.4898 -0.5200
O 1.8820 0.9889 1.6988
O 3.0026 3.0242 1.1287
C -3.6132 -0.9679 -2.1785
F -3.2600 -1.8948 -3.0162
F -2.9631 0.1391 -2.4195
F -4.9355 -0.6446 -2.0619
S -3.0448 -1.5152 -0.3957
O -1.6657 -1.0245 -0.2700
O -4.0066 -0.9747 0.5293
O -3.1219 -2.9629 -0.4025
O -0.5638 2.2227 0.5474
P -0.9512 3.6762 0.4718
N -0.4671 4.4162 -1.0435
C -1.1043 5.6517 -1.5942
C 0.8909 4.2296 -1.5725
N -0.2974 4.6786 1.6932
C 0.1916 4.0652 2.9429
C -0.3037 6.1529 1.6643
N -2.7119 3.9069 0.3940
C -3.5709 2.9884 -0.3809
C -3.4493 5.0702 0.9408
H -0.5470 6.1685 -2.3756
H -1.3168 6.3741 -0.8061
H -2.1028 5.2642 -1.7962
H 1.0223 3.1875 -1.8638
H 1.7430 4.2511 -0.8931
H 1.0681 4.9861 -2.3370
H 0.7439 4.7025 3.6334
H -0.7656 3.7803 3.3797
H 0.6685 3.1147 2.7033
H 0.1986 6.4257 0.7362
H -1.3272 6.4625 1.4526
H 0.1427 6.6739 2.5113
H -3.8469 3.5739 -1.2580
H -2.8560 2.2755 -0.7916
H -4.4524 2.5157 0.0523
H -3.1375 5.1690 1.9805
H -4.5132 4.8590 1.0482
H -3.2899 5.9739 0.3526
O -0.2141 -0.8526 2.2081
P -0.9952 -1.1891 3.4680
N 0.0530 -0.9998 4.8519
C 1.2544 -0.1740 4.9499
C -0.4018 -1.3371 6.2345
N -1.5196 -2.8284 3.5554
C -0.6455 -3.9164 3.9525
C -2.6155 -3.1568 2.6153
N -2.3837 -0.2280 3.7735
C -3.3240 -0.5284 4.8002
C -2.5843 1.0913 3.1131
H 1.2789 0.2781 5.9414
H 1.3569 0.7154 4.3282
H 2.1001 -0.8348 4.7592
H 0.3494 -1.6037 6.9780
H -1.1547 -2.1223 6.1660
H -1.0488 -0.5500 6.6219
H -0.9619 -4.5130 4.8082
H -0.7796 -4.6012 3.1152
H 0.3581 -3.5837 4.2173
H -3.1617 -2.2471 2.3660
H -2.1705 -3.6089 1.7288
H -3.2317 -3.9014 3.1193
H -3.1540 -1.5552 5.1239
H -3.1893 0.0428 5.7187
H -4.3239 -0.6029 4.3727
H -2.7994 0.8527 2.0715
H -1.7179 1.7366 3.2585
H -3.4961 1.5988 3.4281
O -0.2007 0.3654 -2.1636
P -0.1003 0.5436 -3.6272
N -0.3770 -0.9964 -4.4528
C -0.3432 -2.2884 -3.7337
C -0.2372 -0.9693 -5.9183
N 1.4873 1.0626 -4.3052
C 2.6759 0.3225 -3.8644
C 1.7807 2.2858 -4.9868
N -1.2630 1.6244 -4.2461
C -1.5722 2.8903 -3.6453
C -2.1646 1.3007 -5.3005
H -0.6920 -3.0315 -4.4507
H -0.8797 -2.3342 -2.7860
H 0.6997 -2.4786 -3.4801
H 0.2093 -0.0443 -6.2831
H -1.2180 -1.1086 -6.3731
H 0.5305 -1.7095 -6.1435
H 3.4503 0.9535 -3.4281
H 2.3574 -0.3991 -3.1121
H 3.2592 -0.0525 -4.7053
H 0.8556 2.7090 -5.3783
H 2.2617 3.0253 -4.3466
H 2.3456 2.1172 -5.9036
H -1.7826 2.7615 -2.5836
H -0.6737 3.4679 -3.8627
H -2.4669 3.3098 -4.1052
H -2.5578 0.3002 -5.1202
H -1.5942 1.3605 -6.2274
H -3.0788 1.8940 -5.3129
O 1.8491 -1.4264 -0.3373
P 2.1937 -2.8951 -0.0997
N 2.1745 -3.3523 1.4964
C 2.2020 -4.6876 2.0770
C 2.5210 -2.4002 2.5759
N 3.8622 -3.3615 -0.4750
C 4.4407 -2.8395 -1.7230
C 4.4708 -4.6465 -0.0716
N 1.1162 -4.0220 -0.8569
C -0.1579 -4.3360 -0.2754
C 1.3796 -4.7958 -2.0702
H 1.6517 -5.4467 1.5211
H 1.8589 -4.6504 3.1109
H 3.2044 -5.0889 2.2263
H 3.5158 -2.5325 3.0014
H 1.8649 -2.5813 3.4272
H 2.2838 -1.3725 2.3008
H 3.7207 -2.1713 -2.1954
H 5.3133 -2.2088 -1.5530
H 4.6729 -3.6162 -2.4516
H 5.4358 -4.7360 -0.5705
H 4.6067 -4.7157 1.0077
H 3.7217 -5.3625 -0.4098
H -0.2199 -3.7610 0.6485
H -0.9651 -3.9163 -0.8758
H -0.1905 -5.4096 -0.0901
H 1.7672 -5.7720 -1.7789
H 1.8061 -4.1641 -2.8495
H 0.4513 -5.1731 -2.4990
*
```